[1]
Formula: C5H15NO
Source: the Open Molecules 2025 dataset
Level of theory: ωB97M-V/def2-TZVPD

Computed properties:
Structure (SMILES) ... CCC[C@H](C)N.O
E ... -8964.1336 eV
HOMO energy ... -8.057 eV
Kohn-Sham gap ... 0.321 Ha

Atoms and positions in Å:
C (2.206, 0.936, 1.573)
C (1.412, 0.601, 0.349)
C (0.721, -0.739, 0.148)
C (-0.921, -0.648, 0.481)
C (-1.516, -2.008, 0.844)
N (-1.520, -0.231, -0.794)
H (1.650, 1.239, 2.458)
H (2.938, 0.236, 2.038)
H (2.914, 1.698, 1.281)
H (1.896, 0.649, -0.683)
H (0.695, 1.478, 0.172)
H (1.012, -1.480, 0.915)
H (0.725, -1.210, -0.795)
H (-0.941, 0.131, 1.218)
H (-2.555, -2.087, 1.023)
H (-1.331, -2.726, 0.002)
H (-1.027, -2.426, 1.891)
H (-1.161, -0.441, -1.748)
H (-2.062, 0.623, -0.768)
O (-1.042, 1.849, -2.948)
H (-0.394, 2.504, -2.996)
H (-1.699, 2.050, -3.662)



[2]
Formula: C5H15NO
Source: the Open Molecules 2025 dataset
Level of theory: ωB97M-V/def2-TZVPD

Computed properties:
Structure (SMILES) ... CCCNCC.O
E ... -8965.2562 eV
HOMO energy ... -8.544 eV
Kohn-Sham gap ... 0.350 Ha

Atoms and positions in Å:
C (0.174, 2.061, 2.074)
C (-0.340, 1.295, 0.854)
C (0.291, -0.111, 0.792)
N (0.331, -0.704, -0.515)
C (-0.947, -1.057, -1.141)
C (-1.409, -0.098, -2.237)
H (-0.585, 2.774, 2.376)
H (0.301, 1.386, 2.916)
H (1.134, 2.537, 1.929)
H (-0.038, 1.763, -0.091)
H (-1.428, 1.246, 0.787)
H (1.310, -0.079, 1.174)
H (-0.232, -0.795, 1.473)
H (1.052, -0.711, -1.216)
H (-1.671, -1.186, -0.351)
H (-0.854, -2.061, -1.576)
H (-2.498, -0.144, -2.329)
H (-1.074, -0.458, -3.213)
H (-1.087, 0.928, -2.115)
O (2.794, -2.021, 0.374)
H (2.850, -2.891, -0.045)
H (1.926, -1.676, 0.079)



[3]
Formula: C5H15NO
Source: the Open Molecules 2025 dataset
Level of theory: ωB97M-V/def2-TZVPD

Computed properties:
Total charge ... +1
E ... -8956.9891 eV
HOMO energy (alpha / beta) ... -15.132 / -15.127 eV
Kohn-Sham gap (alpha / beta) ... 0.435 / 0.253 Ha
Multiplicity ... 2

Atoms and positions in Å:
C (0.197, 0.815, -2.612)
C (0.973, -0.389, -2.008)
C (0.367, -0.929, -0.704)
C (0.645, 0.054, 0.420)
N (0.161, -0.346, 1.717)
C (0.779, 0.351, 2.847)
H (-0.108, 0.551, -3.617)
H (0.832, 1.687, -2.613)
H (-0.718, 0.998, -2.045)
H (0.976, -1.221, -2.708)
H (2.011, -0.084, -1.819)
H (-0.708, -1.034, -0.840)
H (0.848, -1.867, -0.475)
H (1.728, 0.218, 0.514)
H (0.286, 1.059, 0.157)
H (0.156, -1.363, 1.896)
H (-0.035, 0.708, 3.476)
H (1.430, -0.351, 3.355)
H (1.333, 1.213, 2.493)
H (-2.057, 0.069, 0.931)
H (-3.297, -0.280, 0.182)
O (-2.530, 0.311, 0.126)



[4]
Formula: C5H15NO2
Source: the Open Molecules 2025 dataset
Level of theory: ωB97M-V/def2-TZVPD

Computed properties:
Structure (SMILES) ... CN[C@@H](C)[C@H](C)O.O
E ... -11012.6395 eV
HOMO energy ... -8.622 eV
Kohn-Sham gap ... 0.344 Ha

Atoms and positions in Å:
C (-0.857, 0.553, -2.067)
N (-0.504, -0.255, -0.872)
C (0.740, 0.165, -0.266)
C (0.862, 1.639, 0.143)
C (1.018, -0.698, 0.994)
C (1.364, -2.154, 0.605)
O (-0.150, -0.703, 1.836)
H (-1.764, 1.131, -1.880)
H (-1.009, -0.195, -2.845)
H (-0.102, 1.214, -2.489)
H (-1.285, -0.268, -0.245)
H (1.540, -0.139, -0.949)
H (1.039, 2.319, -0.692)
H (-0.056, 1.961, 0.645)
H (1.725, 1.700, 0.809)
H (1.887, -0.323, 1.537)
H (2.449, -2.248, 0.582)
H (0.848, -2.365, -0.333)
H (1.010, -2.918, 1.311)
H (-0.536, -1.556, 1.770)
O (-2.633, 1.409, 0.866)
H (-2.357, 0.622, 1.362)
H (-3.228, 1.109, 0.178)



[5]
Formula: C5H15NO2
Source: the Open Molecules 2025 dataset
Level of theory: ωB97M-V/def2-TZVPD

Computed properties:
Structure (SMILES) ... CC(C)=C(C)N.O.O
E ... -11011.6906 eV
HOMO energy ... -8.100 eV
Kohn-Sham gap ... 0.318 Ha

Atoms and positions in Å:
C (0.212, 0.999, -1.471)
C (-0.075, -0.270, -0.652)
C (-0.858, -1.272, -1.429)
C (0.249, -0.440, 0.676)
C (-0.212, -1.641, 1.605)
N (0.945, 0.545, 1.426)
H (-0.097, 0.777, -2.526)
H (-0.434, 1.906, -1.224)
H (1.251, 1.332, -1.561)
H (-0.114, -1.749, -2.142)
H (-1.227, -2.186, -0.801)
H (-1.602, -0.994, -2.189)
H (-0.189, -2.497, 0.950)
H (-1.243, -1.513, 1.944)
H (0.366, -1.825, 2.544)
H (0.362, 1.404, 1.523)
H (0.935, 0.193, 2.401)
O (3.072, 0.984, -0.207)
H (3.782, 0.181, -0.171)
H (2.329, 0.870, 0.414)
O (-2.188, 1.957, 0.491)
H (-2.943, 1.653, 0.860)
H (-2.319, 1.585, -0.463)



[6]
Formula: C5H15NO2
Source: the Open Molecules 2025 dataset
Level of theory: ωB97M-V/def2-TZVPD

Computed properties:
Structure (SMILES) ... CNCCCCO.O
E ... -11009.7894 eV
HOMO energy ... -8.350 eV
Kohn-Sham gap ... 0.330 Ha

Atoms and positions in Å:
C (-0.392, -2.488, -0.795)
N (0.803, -1.478, -1.108)
C (0.477, -0.122, -1.562)
C (-0.467, 0.837, -0.792)
C (0.471, 1.675, 0.106)
C (0.809, 0.735, 1.370)
O (2.175, 0.674, 1.311)
H (-1.321, -1.932, -0.687)
H (-0.639, -2.939, -1.833)
H (-0.285, -3.361, -0.114)
H (1.559, -1.441, -0.470)
H (-0.133, -0.156, -2.500)
H (1.558, 0.146, -1.716)
H (-1.440, 0.183, -0.451)
H (-0.976, 1.623, -1.503)
H (1.302, 2.133, -0.329)
H (-0.122, 2.499, 0.507)
H (0.357, -0.266, 1.251)
H (0.369, 0.957, 2.381)
H (2.485, 0.466, 2.306)
O (-2.223, 0.893, 1.923)
H (-2.967, 0.554, 1.285)
H (-1.400, 0.806, 1.421)



What are the relative energy (zero: lowest compared OMol25 entry of this formula, charge and spin) values for these records? In order: 214.7; 106.4; 86.6; 126.1; 217.6; 401.1 kJ/mol.